Record 1
This record from OMol25 describes 3 unconnected molecules or ions with the total composition C6H18N2O2 in a non-equilibrium geometry. The level of theory is ωB97M-V with the def2-TZVPD basis set.

Its calculated total energy is -499.37005 hartree. The value obtained for the highest occupied orbital energy is -8.988 eV.

Each atom is followed by the atoms it is bonded to, with distances in Å.
Geometry (Å):
1 C -1.24 1.87 -1.26  N2 1.463, H9 1.090, H10 1.094, H11 1.095
2 N -0.58 0.85 -0.44  C1 1.463, C3 1.507, C6 1.476
3 C -0.14 -0.24 -1.38  N2 1.507, C4 1.528, H12 1.087, H13 1.087
4 C -1.27 -1.27 -1.44  C3 1.528, C5 1.525, H14 1.074, H15 1.072
5 C -1.92 -1.19 -0.06  C4 1.525, C6 1.547, H16 1.091, H17 1.080
6 C -1.50 0.19 0.51  N2 1.476, C5 1.547, C7 1.530, H18 1.095
7 C -0.81 0.06 1.87  C6 1.530, N8 1.479, H19 1.100, H20 1.092
8 N 0.35 -0.86 1.92  C7 1.479, H21 1.010, H22 1.012
9 H -0.55 2.15 -2.04  C1 1.090
10 H -1.45 2.80 -0.72  C1 1.094
11 H -2.19 1.56 -1.72  C1 1.095
12 H 0.78 -0.64 -0.97  C3 1.087
13 H 0.13 0.21 -2.33  C3 1.087
14 H -0.72 -2.20 -1.48  C4 1.074
15 H -1.93 -1.19 -2.28  C4 1.072
16 H -3.01 -1.21 -0.15  C5 1.091
17 H -1.65 -2.02 0.57  C5 1.080
18 H -2.36 0.82 0.74  C6 1.095
19 H -1.50 -0.26 2.66  C7 1.100
20 H -0.46 0.96 2.39  C7 1.092
21 H 0.14 -1.73 1.46  N8 1.010
22 H 1.07 -0.39 1.38  N8 1.012
23 O 3.30 -0.98 1.05  H24 0.950, H25 0.956
24 H 3.48 -0.32 0.39  O23 0.950
25 H 2.69 -1.65 0.74  O23 0.956
26 O 2.55 1.34 -0.71  H27 0.971, H28 0.957
27 H 1.68 1.30 -0.28  O26 0.971
28 H 2.78 2.27 -0.67  O26 0.957

Record 2
This record from OMol25 describes 2 unconnected molecules or ions with the total composition C6H18N2O2P in a non-equilibrium geometry. The level of theory is ωB97M-V with the def2-TZVPD basis set.

Its calculated total energy is -840.39637 hartree. As for the charge: +1. The value obtained for the highest occupied orbital energy (spin up / spin down) is -12.384 / -12.870 eV.

Each atom is followed by the atoms it is bonded to, with distances in Å.
Geometry (Å):
1 C -0.84 2.70 -1.17  C5 1.626, H12 1.115, H13 1.076, H14 1.169
2 C -2.17 0.83 -0.51  C5 1.577, H15 1.066, H16 1.063, H17 1.051
3 C 1.84 -0.77 -2.09  C6 1.577, H18 1.069, H19 1.127, H20 1.051
4 C 2.30 -0.33 0.51  C6 1.624, H21 1.176, H22 1.052, H23 1.146
5 C -0.75 1.08 -1.16  C1 1.626, C2 1.577, N8 1.378, H24 1.063
6 C 1.58 0.17 -0.86  C3 1.577, C4 1.624, N8 1.391, H25 1.113
7 N -0.70 -0.62 2.93  P11 1.636, H26 0.985, H27 0.966
8 N 0.34 0.64 -0.44  C5 1.378, C6 1.391
9 O -1.85 -2.09 1.30  P11 1.575, H28 0.915
10 O 0.40 -2.70 2.44  P11 1.643, H29 0.953
11 P -0.40 -1.54 1.61  N7 1.636, O9 1.575, O10 1.643
12 H 0.05 3.19 -1.63  C1 1.115
13 H -1.69 3.02 -1.75  C1 1.076
14 H -1.17 3.12 -0.13  C1 1.169
15 H -2.32 -0.16 -0.15  C2 1.066
16 H -2.91 0.89 -1.27  C2 1.063
17 H -2.44 1.34 0.37  C2 1.051
18 H 0.98 -1.41 -2.20  C3 1.069
19 H 1.88 -0.16 -3.04  C3 1.127
20 H 2.76 -1.23 -1.92  C3 1.051
21 H 2.18 -1.50 0.53  C4 1.176
22 H 1.98 0.25 1.33  C4 1.052
23 H 3.41 -0.17 0.26  C4 1.146
24 H -0.88 0.65 -2.12  C5 1.063
25 H 2.12 1.15 -0.88  C6 1.113
26 H -1.60 -0.24 2.88  N7 0.985
27 H -0.02 0.03 3.17  N7 0.966
28 H -2.43 -2.53 1.86  O9 0.915
29 H 0.37 -3.61 2.14  O10 0.953

Record 3
This record from OMol25 describes 2 unconnected molecules or ions with the total composition C6H18N2O2Si2 in a non-equilibrium geometry. The level of theory is ωB97M-V with the def2-TZVPD basis set.

Its calculated total energy is -1078.40824 hartree. The value obtained for the highest occupied orbital energy is -9.746 eV.

Each atom is followed by the atoms it is bonded to, with distances in Å.
Geometry (Å):
1 C 2.96 0.04 -0.41  Si2 1.894, H10 1.049, H11 1.100, H12 0.999
2 Si 1.29 0.90 -0.29  C1 1.894, C3 2.096, C4 1.973, O5 1.683
3 C 1.35 1.86 1.58  Si2 2.096, H13 1.096, H14 1.110, H15 1.080
4 C 0.80 2.30 -1.59  Si2 1.973, H16 1.062, H17 1.078, H18 1.042
5 O 0.07 -0.26 -0.30  Si2 1.683, Si6 1.666
6 Si -1.39 -0.73 0.36  O5 1.666, C7 1.914, C8 1.878, C9 1.980
7 C -0.86 -1.89 1.79  Si6 1.914, H19 0.995, H20 1.072, H21 1.095
8 C -2.40 -1.49 -1.02  Si6 1.878, H22 1.142, H23 1.050, H24 1.028
9 C -2.34 0.90 0.96  Si6 1.980, H25 1.106, H26 1.068, H27 1.032
10 H 3.79 0.66 -0.59  C1 1.049
11 H 3.33 -0.54 0.45  C1 1.100
12 H 2.89 -0.58 -1.19  C1 0.999
13 H 0.81 2.81 1.68  C3 1.096
14 H 1.16 1.31 2.53  C3 1.110
15 H 2.40 2.07 1.66  C3 1.080
16 H 0.41 2.08 -2.55  C4 1.062
17 H -0.06 2.69 -1.08  C4 1.078
18 H 1.51 3.08 -1.58  C4 1.042
19 H -1.61 -2.24 2.35  C7 0.995
20 H -0.26 -2.65 1.34  C7 1.072
21 H -0.06 -1.41 2.36  C7 1.095
22 H -3.24 -0.80 -1.38  C8 1.142
23 H -1.78 -1.77 -1.82  C8 1.050
24 H -2.77 -2.42 -0.77  C8 1.028
25 H -3.37 0.52 0.83  C9 1.106
26 H -2.30 1.28 1.95  C9 1.068
27 H -2.24 1.66 0.26  C9 1.032
28 N 0.59 -1.49 -2.38  N29 1.098
29 N 0.63 -2.47 -1.89  N28 1.098, O30 1.138
30 O 0.67 -3.43 -1.27  N29 1.138

Record 4
This record from OMol25 describes C6H18N2Si in the gas phase in a non-equilibrium geometry. The level of theory is ωB97M-V with the def2-TZVPD basis set.

Its calculated total energy is -638.45076 hartree. The value obtained for the highest occupied orbital energy is -8.444 eV.

Each atom is followed by the atoms it is bonded to, with distances in Å.
Geometry (Å):
1 C 0.80 2.11 0.79  C2 1.518, H10 1.071, H11 1.071, H12 1.095
2 C 0.03 2.58 -0.43  C1 1.518, N3 1.444, H13 1.088, H14 1.102
3 N -1.10 1.72 -0.70  C2 1.444, Si4 1.789, H15 1.032
4 Si -0.82 -0.05 -0.78  N3 1.789, C5 1.861, C6 1.855, N7 1.782
5 C 0.34 -0.31 -2.21  Si4 1.861, H16 1.090, H17 1.102, H18 1.102
6 C -2.38 -1.03 -1.02  Si4 1.855, H19 1.089, H20 1.095, H21 1.110
7 N -0.04 -0.48 0.76  Si4 1.782, C8 1.466, H22 1.023
8 C 0.56 -1.80 0.95  N7 1.466, C9 1.499, H23 1.116, H24 1.092
9 C 1.64 -1.84 1.99  C8 1.499, H25 1.110, H26 1.094, H27 1.091
10 H 1.56 2.79 1.09  C1 1.071
11 H 0.16 2.00 1.65  C1 1.071
12 H 1.25 1.13 0.60  C1 1.095
13 H 0.69 2.59 -1.30  C2 1.088
14 H -0.33 3.61 -0.30  C2 1.102
15 H -1.77 1.85 0.07  N3 1.032
16 H 0.26 -1.32 -2.59  C5 1.090
17 H 0.10 0.44 -2.99  C5 1.102
18 H 1.36 -0.12 -1.85  C5 1.102
19 H -3.16 -0.34 -0.73  C6 1.089
20 H -2.46 -1.93 -0.40  C6 1.095
21 H -2.50 -1.32 -2.09  C6 1.110
22 H -0.66 -0.21 1.53  N7 1.023
23 H -0.28 -2.49 1.22  C8 1.116
24 H 0.91 -2.10 -0.04  C8 1.092
25 H 2.61 -1.43 1.61  C9 1.110
26 H 1.36 -1.20 2.83  C9 1.094
27 H 1.88 -2.85 2.33  C9 1.091

Listing energy above the lowest of the compared OMol25 structures with the same formula, charge and spin for the structures above in their given order: 58.3 377.6 45.5 0.0 kJ/mol.